Record 1
Here is a 2-piece molecular cluster, C4H4IN overall from the OMol25 dataset. Energies are from ωB97M-V with the def2-TZVPD basis set.

```
! RIJCOSX wB97M-V def2-TZVPD def2/J DEFGRID3
* xyz 0 3
C 0.3270 -0.9763 1.4848
C 0.5165 -1.3764 -1.0698
C 0.3355 -0.8658 0.1275
C -0.6016 1.6758 0.2512
N 0.3162 -0.9854 2.6218
I -0.5951 2.2425 -1.7325
H 0.2554 -0.7539 -1.9854
H 0.8682 -2.4216 -1.2648
H 0.1826 1.9877 0.7875
H -1.6048 1.4734 0.7797
*
```

Kohn-Sham gap (spin up / spin down) (eV): 8.094 / 8.003
LUMO level (spin up / spin down) (Ha): 0.006 / -0.074
Total energy (eV): -13797.668
M (g mol⁻¹): 192.987
<S²>: 2.03
HOMO (spin up / spin down) (eV): -7.9 / -10.0

Atom charges from the natural (NBO) analysis, given in e for atoms 1 to 4:
1 C 0.143
2 C -0.416
3 C 0.043
4 C -0.525

***

Record 2
Here is C4H4IN3O2 in the gas phase from the OMol25 dataset. Energies are from ωB97M-V with the def2-TZVPD basis set.

```
! RIJCOSX wB97M-V def2-TZVPD def2/J DEFGRID3
* xyz 0 1
C 0.5368 -1.3127 -0.7534
C 1.4919 -0.7595 0.0769
C -0.1536 0.6023 0.7178
C -2.4202 0.7871 -0.2514
N -0.7745 -0.9721 -0.7659
N -1.1139 0.1580 -0.0446
N 2.8103 -0.5067 0.3143
O 3.6165 -0.8209 -0.5768
O 3.2334 -0.1127 1.4181
I -0.1979 2.1744 1.9959
H 0.8380 -2.0406 -1.4119
H -3.0280 0.3462 0.5613
H -2.2205 1.8157 -0.0043
H -2.6182 0.6416 -1.2762
*
```

Kohn-Sham gap (eV): 7.718
LUMO level (Ha): -0.038
Total energy (eV): -20870.016
M (g mol⁻¹): 252.999
HOMO (eV): -8.8

Atom charges from the natural (NBO) analysis, given in e for atoms 1 to 4:
1 C -0.015
2 C 0.135
3 C -0.004
4 C -0.406

***

Record 3
Here is C4H4INO in the gas phase from the OMol25 dataset. Energies are from ωB97M-V with the def2-TZVPD basis set.

```
! RIJCOSX wB97M-V def2-TZVPD def2/J DEFGRID3
* xyz 0 1
C -0.1880 -1.5708 0.7011
C -1.0494 0.6574 1.1277
C -0.2243 -0.1942 0.5192
C 0.7983 0.3928 -0.7716
N -0.2945 -2.7093 0.6035
O 0.7296 -0.3842 -1.8428
I 2.7404 0.5783 0.1438
H -1.1640 1.6018 0.6950
H -1.6242 0.5180 1.9448
H 0.3827 1.3284 -0.8948
H -0.1067 -0.2182 -2.2260
*
```

Kohn-Sham gap (eV): 9.823
LUMO level (Ha): 0.002
SMILES: C=C(C#N)[C@H](O)I
Total energy (eV): -15848.544
M (g mol⁻¹): 208.986
HOMO (eV): -9.8

Atom charges from the natural (NBO) analysis, given in e for atoms 1 to 4:
1 C 0.222
2 C -0.308
3 C -0.160
4 C 0.051

***

Record 4
Here is C4H4INO as an isolated structure from the OMol25 dataset. Energies are from ωB97M-V with the def2-TZVPD basis set.

```
! RIJCOSX wB97M-V def2-TZVPD def2/J DEFGRID3
* xyz 0 1
C 0.0319 1.9185 0.3282
C 0.9358 1.1107 0.0331
C -1.1220 -1.6291 -0.0286
C 1.7348 0.0877 -0.2973
N -1.6732 -0.7527 0.8305
O -0.5418 -2.6488 0.2860
I -2.0390 1.0695 0.0797
H -0.2055 2.9252 0.7697
H -1.2113 -1.4434 -1.0404
H 2.1341 -0.6494 0.4299
H 1.9562 0.0118 -1.3909
*
```

Kohn-Sham gap (eV): 7.733
LUMO level (Ha): -0.047
Total energy (eV): -15845.377
M (g mol⁻¹): 208.986
HOMO (eV): -9.0

Atom charges from the natural (NBO) analysis, given in e for atoms 1 to 4:
1 C -0.388
2 C 0.014
3 C 0.441
4 C -0.369

***

Record 5
Here is C4H4INOS in the gas phase from the OMol25 dataset. Energies are from ωB97M-V with the def2-TZVPD basis set.

```
! RIJCOSX wB97M-V def2-TZVPD def2/J DEFGRID3
* xyz 0 1
C -0.1739 -0.2542 0.0027
C 1.3502 -0.3172 -0.1343
C 0.6596 1.8253 0.0928
C -1.0940 -1.4547 -0.0176
N -0.4914 1.0597 0.1846
O 1.6634 0.9639 -0.0834
S 0.6457 3.4608 0.1751
I 2.7303 -1.7623 -0.2235
H -1.6801 -1.4366 0.8025
H -0.5351 -2.3319 -0.0297
H -1.8260 -1.4686 -0.9032
H -1.2486 1.7158 0.1340
*
```

Kohn-Sham gap (eV): 7.852
LUMO level (Ha): 0.009
SMILES: Cc1[nH]c(=S)oc1I
Total energy (eV): -26684.418
M (g mol⁻¹): 241.053
HOMO (eV): -7.6

Atom charges from the natural (NBO) analysis, given in e for atoms 1 to 4:
1 C 0.149
2 C -0.024
3 C 0.333
4 C -0.634

***

Record 6
Here is C4H4IrO as an isolated structure from the OMol25 dataset. Energies are from ωB97M-V with the def2-TZVPD basis set.

```
! RIJCOSX wB97M-V def2-TZVPD def2/J DEFGRID3
* xyz 2 6
O 1.9198 -0.1197 0.5881
C 1.0095 -0.9072 0.1008
C -0.2111 -0.2618 -0.3607
C -1.3470 0.5986 0.0876
C -0.2335 1.1747 -0.6826
H -0.3524 -1.5476 0.0400
H 1.3414 -1.8111 -0.4454
H -1.4659 0.8163 1.1605
H -2.3116 0.3932 -0.4014
Ir 1.6508 1.6646 -0.0870
*
```

Kohn-Sham gap (spin up / spin down) (eV): 6.495 / 7.117
LUMO level (spin up / spin down) (Ha): -0.440 / -0.523
Total energy (eV): -9065.189
M (g mol⁻¹): 260.292
<S²>: 8.77
HOMO (spin up / spin down) (eV): -18.5 / -21.4

Atom charges from the natural (NBO) analysis, given in e for atoms 1 to 4:
1 O -0.574
2 C 0.121
3 C -0.146
4 C -0.436

***

Record 7
Here is C4H4Li2O5 as an isolated structure from the OMol25 dataset. Energies are from ωB97M-V with the def2-TZVPD basis set.

```
! RIJCOSX wB97M-V def2-TZVPD def2/J DEFGRID3
* xyz 0 1
O 0.0986 0.6196 0.4642
C -0.3085 1.8237 0.1525
C -0.9204 -0.4491 0.0227
O 0.3890 2.7542 -0.2407
O -1.6469 1.7857 0.0864
C -2.1361 0.4654 0.2427
H -0.9842 -1.4458 0.4449
H -0.9226 -0.5794 -1.0613
H -2.5645 0.3052 1.2326
H -2.8832 0.2754 -0.5284
O 1.5471 -2.8295 0.1007
C 1.6795 -1.7282 -0.2173
O 2.5788 -0.8546 -0.6471
Li 2.2154 2.0969 -0.5807
Li 3.8580 -2.2394 0.5288
*
```

Kohn-Sham gap (spin up / spin down) (eV): 3.611 / 3.617
LUMO level (spin up / spin down) (Ha): -0.017 / -0.017
Total energy (eV): -14857.405
M (g mol⁻¹): 145.953
HOMO (spin up / spin down) (eV): -4.1 / -4.1

Atom charges from the natural (NBO) analysis, given in e for atoms 1 to 4:
1 O -0.507
2 C 1.005
3 C -0.120
4 O -0.738

***

Record 8
Here is C4H4LiNaO5 as an isolated structure from the OMol25 dataset. Energies are from ωB97M-V with the def2-TZVPD basis set.

```
! RIJCOSX wB97M-V def2-TZVPD def2/J DEFGRID3
* xyz 0 1
O 1.3775 0.9325 -0.5405
C 0.1095 0.9489 -0.1314
C 1.4422 0.9602 -1.9763
O -0.2131 1.0672 1.0342
O -0.7239 1.1485 -1.1510
C 0.0070 1.3212 -2.3767
H 1.7508 -0.0310 -2.3272
H 2.1785 1.7129 -2.2726
H -0.4145 0.6522 -3.1326
H -0.1022 2.3654 -2.6909
Na -0.8917 0.2247 3.0341
O -1.0648 -1.9108 3.7784
C -0.9211 -2.1963 2.5032
O -1.0665 -3.4395 2.2057
Li -1.4677 -3.7562 4.0435
*
```

Kohn-Sham gap (eV): 5.303
LUMO level (Ha): 0.002
Total energy (eV): -19072.339
M (g mol⁻¹): 162.002
HOMO (eV): -5.3

Atom charges from the natural (NBO) analysis, given in e for atoms 1 to 4:
1 O -0.469
2 C 1.008
3 C -0.102
4 O -0.668

***

Record 9
Here is C4H4LiO2Pt as an isolated structure from the OMol25 dataset. Energies are from ωB97M-V with the def2-TZVPD basis set.

```
! RIJCOSX wB97M-V def2-TZVPD def2/J DEFGRID3
* xyz 1 3
O -0.6602 1.0436 -0.8385
C -1.3267 0.0748 -1.1339
C -2.4030 -0.4667 -1.6578
H -3.0729 0.1493 -2.2575
H -2.6330 -1.5114 -1.4504
H 0.9140 1.0582 0.3172
C 0.0694 -1.4653 0.2941
C 1.0221 -0.8303 0.7524
O 1.5702 0.3240 0.9042
Li 3.1179 0.8262 1.9920
H -0.7195 -2.1810 0.4607
Pt 4.1216 2.9787 2.6174
*
```

Kohn-Sham gap (spin up / spin down) (eV): 8.351 / 5.376
LUMO level (spin up / spin down) (Ha): -0.148 / -0.258
Total energy (eV): -11745.156
M (g mol⁻¹): 286.093
<S²>: 2.00
HOMO (spin up / spin down) (eV): -12.4 / -12.4

Atom charges from the natural (NBO) analysis, given in e for atoms 1 to 4:
1 O -0.553
2 C 0.691
3 C -0.700
4 H 0.296

***

Record 10
Here is C4H4LiO2Y as an isolated structure from the OMol25 dataset. Energies are from ωB97M-V with the def2-TZVPD basis set.

```
! RIJCOSX wB97M-V def2-TZVPD def2/J DEFGRID3
* xyz 2 1
O -0.6648 1.0079 -0.9331
C -1.2383 -0.1618 -0.9170
C -2.3102 -0.5911 -1.5731
H -2.9281 0.1196 -2.1212
H -2.6508 -1.6177 -1.4498
H 0.3726 1.0245 -0.2387
C -0.2124 -1.2953 0.1293
C 0.8388 -0.8164 0.6971
O 1.4675 0.2331 0.8013
Li 2.9871 0.8497 1.8935
H -0.8089 -2.1097 0.5324
Y 5.1475 3.3570 3.1792
*
```

Kohn-Sham gap (spin up / spin down) (eV): 3.982 / 3.979
LUMO level (spin up / spin down) (Ha): -0.370 / -0.370
Total energy (eV): -9530.944
M (g mol⁻¹): 179.921
HOMO (spin up / spin down) (eV): -14.0 / -14.0

Atom charges from the natural (NBO) analysis, given in e for atoms 1 to 4:
1 O -0.636
2 C 0.458
3 C -0.512
4 H 0.269